1.
Molecular formula: C13H18Cl2HfN2O2P
Method: DFT, wB97M-V/def2-TZVPD

Geometry as XYZ:
```
39
Properties=species:S:1:pos:R:3:lowdin_charge:R:1
C -0.48886 -4.53181 -4.57868 -0.03
C -0.41393 -3.67404 -3.34721 -0.74
H -1.54067 -4.72067 -4.77875 0.11
H 0.00815 -5.49904 -4.47171 0.11
H -0.06758 -4.02895 -5.45237 0.11
O -1.31505 -3.16660 -2.71427 -0.02
Cl 1.28391 -3.31156 -2.78026 0.61
Hf -0.16784 -0.88294 -0.37510 1.32
P -0.38560 1.37721 -1.58982 0.72
C -1.76400 2.59623 -1.58944 -0.21
C 1.04623 2.53129 -1.50437 -0.21
H 0.41903 0.10621 -3.53075 0.04
H -0.26073 1.67707 -4.02570 0.09
H -1.34287 0.34023 -3.56639 0.07
C -0.38518 0.82787 -3.34065 -0.22
H 1.98851 1.98160 -1.52118 0.02
H 1.05365 3.24695 -2.33407 0.09
H -1.65844 3.35874 -2.37356 0.10
H -1.82047 3.12111 -0.63357 0.07
H 1.00963 3.10152 -0.57121 0.07
H -2.71955 2.09495 -1.74409 0.06
C -1.85205 0.21193 0.48006 -0.10
O -2.76256 0.80674 0.91420 0.23
Cl 2.05937 -0.69951 -1.07218 0.19
N 1.42708 -1.59225 3.41056 0.21
C 1.10177 -1.69909 2.10257 -0.12
N 0.44638 -0.58486 1.70659 -0.10
C 0.39146 0.29658 2.84082 -0.20
C -0.14846 1.54994 3.05516 -0.01
C -0.07403 2.10233 4.33408 -0.01
C 0.53224 1.43085 5.40737 0.01
C 1.08665 0.15784 5.17812 0.06
C 0.99699 -0.35911 3.89209 -0.17
H 1.91331 -2.30035 3.92529 0.19
H 1.35379 -2.57037 1.50987 0.15
H -0.60774 2.06315 2.21418 0.10
H -0.46988 3.09450 4.58969 0.14
H 0.56486 1.91886 6.37411 0.14
H 1.56249 -0.37256 5.96060 0.13
```

Results
- HOMO level: -18.30 eV
- Charge: +3
- Energy above the lowest of the compared OMol25 structures with the same formula, charge and spin: 51.3 kcal/mol

---

2.
Molecular formula: C16H18N6O4SSbSe4Sn
Method: DFT, wB97M-V/def2-TZVPD

Geometry as XYZ:
```
51
Properties=species:S:1:pos:R:3:lowdin_charge:R:1
Sn -0.34271 -0.08086 1.36726 0.67
N 1.50777 -3.36537 4.00048 0.06
C 0.65988 -2.56639 3.29838 -0.89
S 1.11944 -2.21307 1.67673 0.46
N -0.43463 -2.20696 3.94584 -0.02
N -1.20201 -1.30362 3.30420 -0.16
C -2.28898 -0.97250 3.89842 -0.11
C -3.11781 0.11766 3.39148 -0.28
C -4.31560 0.47392 4.00845 -0.03
C -5.02810 1.54714 3.50240 -0.07
C -4.53711 2.23546 2.40201 -0.06
C -3.33842 1.81254 1.84612 -0.11
N -2.65595 0.78500 2.33288 0.00
H 2.47399 -3.26727 3.72064 0.02
H 1.35045 -3.33779 4.99721 0.09
H -2.55736 -1.46060 4.83159 0.12
H -4.66758 -0.07921 4.86957 0.11
H -5.95930 1.84778 3.96637 0.10
H -5.06285 3.08247 1.98395 0.10
H -2.90132 2.30935 0.98301 0.10
Se 4.06478 -0.81009 3.67643 -0.31
Sb 3.23205 1.42147 3.37954 0.09
Se 2.35856 1.08937 -0.75225 0.50
Se 0.68417 1.47756 3.26461 -0.18
Se 3.67853 2.13143 0.78627 -0.05
O 3.73901 -3.35407 -5.78737 -0.04
C 3.71816 -1.97462 -5.47020 -0.26
N 2.44871 -1.52144 -4.97690 0.08
C 2.17222 -1.55566 -3.63215 -0.45
O 2.98098 -1.94174 -2.81209 0.08
C 0.80895 -1.08068 -3.25352 -0.15
C 0.20434 0.01024 -3.86379 -0.03
C -1.02944 0.42587 -3.40121 -0.06
C -1.61083 -0.27501 -2.35604 -0.15
N -1.05617 -1.33747 -1.77517 0.06
C 0.14036 -1.71670 -2.21222 -0.09
H 3.69597 -3.84054 -4.95593 0.09
H 3.96033 -1.44882 -6.39085 0.12
H 4.45536 -1.73958 -4.70478 0.13
H 1.67071 -1.46167 -5.61216 0.14
H 0.71581 0.55089 -4.65152 0.12
H -1.51670 1.30481 -3.80001 0.11
H -2.55584 0.05621 -1.93939 0.11
H 0.61015 -2.54806 -1.69681 0.12
C 0.90413 4.05271 0.03245 -0.04
C 0.04290 2.94886 -0.50319 -0.67
O -1.15754 3.05607 -0.63256 0.04
O 0.60421 1.78508 -0.83614 -0.56
H 0.33490 4.97811 -0.00432 0.08
H 1.84043 4.14366 -0.51310 0.05
H 1.15903 3.81612 1.06736 0.04
```

Results
- HOMO level: -3.77 eV
- Charge: -1
- Energy above the lowest of the compared OMol25 structures with the same formula, charge and spin: 15.9 kcal/mol

---

3.
Molecular formula: C21H19CuN7S2
Method: DFT, wB97M-V/def2-TZVPD

Geometry as XYZ:
```
50
Properties=species:S:1:pos:R:3:lowdin_charge:R:1
Cu 0.34493 0.57273 0.31068 0.07
N -3.81678 1.88826 0.51153 0.19
C -4.70352 1.04150 1.16121 -0.19
C -6.05727 1.36364 1.22006 0.02
C -6.92740 0.50761 1.85695 0.00
C -6.46849 -0.68094 2.44726 -0.02
C -5.13551 -1.00667 2.40488 -0.06
C -4.24253 -0.14410 1.76009 -0.41
S -2.57445 -0.53103 1.71521 1.21
N -1.86679 0.65620 0.86837 -0.26
C -2.49519 1.68549 0.36633 -0.26
C -1.68979 2.67123 -0.40969 -0.19
C -2.24359 3.75466 -1.07095 0.02
C -1.40577 4.59791 -1.78563 -0.01
C -0.05229 4.32510 -1.81728 0.00
C 0.42053 3.21532 -1.12844 -0.08
N -0.37938 2.40697 -0.43821 0.05
H -4.21704 2.72591 0.11291 0.15
H -6.41769 2.27954 0.76689 0.13
H -7.97839 0.75835 1.90184 0.13
H -7.16613 -1.34427 2.93953 0.13
H -4.77543 -1.91752 2.86768 0.13
H -3.30433 3.96907 -1.05813 0.12
H -1.81328 5.45038 -2.31175 0.13
H 0.63355 4.95782 -2.36310 0.13
H 1.47148 2.95351 -1.12694 0.12
N 1.92085 2.29377 2.26550 0.15
C 2.34274 0.99940 2.38148 -0.36
C 3.38567 0.67266 3.26257 -0.01
C 3.80723 -0.62983 3.34591 -0.04
C 3.19558 -1.60328 2.55248 -0.06
C 2.19177 -1.20356 1.71266 -0.13
N 1.75690 0.06921 1.61423 0.02
H 2.25460 2.97031 2.92794 0.11
H 1.04371 2.47957 1.80981 0.06
H 3.83984 1.44760 3.86577 0.12
H 4.60719 -0.89669 4.02431 0.12
H 3.49667 -2.63941 2.59484 0.11
H 1.69147 -1.91080 1.06184 0.11
S 0.10091 -0.65180 -1.66861 0.72
C 1.64577 -0.53696 -2.34096 -0.77
N 1.91294 -1.25577 -3.47449 0.08
C 3.13091 -1.30593 -4.05148 -0.03
C 4.14991 -0.59474 -3.50643 -0.01
C 3.82906 0.17933 -2.38079 -0.07
N 2.63523 0.22123 -1.82217 0.08
H 1.14720 -1.79464 -3.86017 0.15
H 3.22779 -1.91876 -4.93625 0.15
H 5.14273 -0.61389 -3.92717 0.12
H 4.58689 0.80439 -1.92076 0.13
```

Results
- HOMO level (alpha / beta): -13.13 / -13.13 eV
- Charge: +2
- Multiplicity: 2
- Energy above the lowest of the compared OMol25 structures with the same formula, charge and spin: 0.2 kcal/mol

---

4.
Molecular formula: C3H7N3
Method: DFT, wB97M-V/def2-TZVPD

Geometry as XYZ:
```
13
Properties=species:S:1:pos:R:3:lowdin_charge:R:1
N -1.46763 -2.52346 -1.16438 0.15
C -0.89536 -1.72513 -0.55397 -0.19
C -0.15608 -0.69758 0.20785 -0.41
N -1.06717 -0.11411 1.18847 0.05
C 0.35952 0.37784 -0.75580 -0.26
N 1.28321 1.26084 -0.05305 0.00
H 0.72941 -1.17902 0.65134 0.14
H -0.72846 0.79349 1.48561 0.06
H -1.10612 -0.68944 2.02198 0.08
H 0.90154 -0.12019 -1.56526 0.12
H -0.51104 0.88479 -1.20009 0.12
H 1.87366 1.74821 -0.71785 0.07
H 0.78451 1.98377 0.45515 0.06
```

Results
- HOMO level: -10.15 eV
- Charge: 0
- Structure (SMILES): N#C[C@H](N)CN
- Energy above the lowest of the compared OMol25 structures with the same formula, charge and spin: 9.3 kcal/mol

---

5.
Molecular formula: CH8N2S
Method: DFT, wB97M-V/def2-TZVPD

Geometry as XYZ:
```
12
Properties=species:S:1:pos:R:3:lowdin_charge:R:1
S -3.10479 -0.47444 0.12899 0.67
H -2.11308 -1.04139 -0.62334 -0.20
H -3.41765 -1.63064 0.61352 -0.20
N 0.76561 -0.72122 -0.71803 0.06
C 0.84025 0.32477 0.37656 -0.21
N 1.17120 1.81081 0.01363 0.22
H -0.18673 -1.10291 -0.67265 0.03
H 1.42904 -1.41827 -0.30246 0.12
H 1.25484 0.12520 1.31584 0.11
H -0.24445 0.48740 0.62104 0.11
H 1.36317 1.66735 -0.99636 0.12
H 2.24259 1.97335 0.24326 0.18
```

Results
- HOMO level (alpha / beta): -14.63 / -13.58 eV
- Charge: +1
- Multiplicity: 2
- Energy above the lowest of the compared OMol25 structures with the same formula, charge and spin: 38.9 kcal/mol

---

6.
Molecular formula: C2H4NO3P
Method: DFT, wB97M-V/def2-TZVPD

Geometry as XYZ:
```
11
Properties=species:S:1:pos:R:3:lowdin_charge:R:1
O 1.91181 1.47032 0.14658 -0.44
N 1.07096 0.58372 -0.38580 -0.36
C 1.30692 -0.87503 -0.28287 -0.26
C 0.03612 -0.24042 0.15583 -0.55
P -1.69977 -0.08676 -0.51422 0.39
O -2.54743 -0.92266 0.37999 -0.62
O -1.79351 1.49177 0.16415 -0.42
H 1.94308 -1.39319 0.51137 0.07
H 1.13056 -1.55972 -1.20400 0.06
H -0.26035 -0.42483 1.41296 0.13
H -1.09842 1.95680 -0.38397 0.01
```

Results
- HOMO level: 1.84 eV
- Charge: -2
- Structure (SMILES): [O-]N1C[C@@H]1P([O-])O
- Energy above the lowest of the compared OMol25 structures with the same formula, charge and spin: 124.8 kcal/mol

---

7.
Molecular formula: C21H25NO5
Method: DFT, wB97M-V/def2-TZVPD

Geometry as XYZ:
```
52
Properties=species:S:1:pos:R:3:lowdin_charge:R:1
C 0.95638 2.66248 3.86403 -0.07
O 1.36641 3.36301 2.71389 -0.09
C 1.67779 2.65120 1.59203 -0.18
C 1.59553 1.26974 1.51947 0.04
C 1.94936 0.60863 0.34960 -0.15
C 1.91800 -0.88629 0.34376 -0.43
O 2.52166 -1.53755 1.17859 0.08
N 1.18551 -1.47283 -0.63469 -0.06
C 0.24826 -0.78472 -1.49771 -0.13
C -1.05482 -1.58965 -1.62316 -0.07
C -1.36057 -2.35874 -0.31789 -0.45
O -1.44317 -1.44591 0.76298 0.00
C -2.70372 -3.05647 -0.44811 -0.16
C -2.91145 -4.01149 -1.43725 -0.05
C -4.13553 -4.64251 -1.55927 -0.08
C -5.17104 -4.32945 -0.69506 -0.10
C -4.97237 -3.37926 0.29004 -0.08
C -3.74771 -2.74620 0.41131 -0.02
C -0.23107 -3.38537 -0.06059 -0.06
C 1.09125 -2.91700 -0.68245 -0.12
C 2.41204 1.32864 -0.73264 0.04
C 2.50233 2.72176 -0.68461 -0.18
O 2.98125 3.26661 -1.83350 -0.06
C 3.20829 4.65286 -1.96874 -0.07
C 2.10977 3.40042 0.47712 -0.12
O 2.21002 4.77494 0.52385 -0.11
C 1.08772 5.50257 0.98335 -0.06
H 0.02469 2.11466 3.69080 0.10
H 0.78942 3.42467 4.62388 0.10
H 1.72965 1.97047 4.20969 0.10
H 1.28009 0.68523 2.36763 0.11
H 0.68787 -0.64541 -2.49347 0.13
H 0.04279 0.20270 -1.07986 0.12
H -0.98719 -2.30292 -2.44337 0.11
H -1.88001 -0.90912 -1.83432 0.13
H -0.54924 -1.16417 0.98623 0.09
H -2.11639 -4.27238 -2.12111 0.11
H -4.28109 -5.38284 -2.33247 0.10
H -6.12598 -4.82472 -0.79097 0.10
H -5.77362 -3.12783 0.96942 0.10
H -3.58930 -2.00464 1.17702 0.11
H -0.49925 -4.36229 -0.46056 0.11
H -0.11973 -3.48936 1.02049 0.13
H 1.16126 -3.22768 -1.72882 0.13
H 1.93989 -3.32583 -0.13210 0.12
H 2.72878 0.83937 -1.63925 0.13
H 3.85640 5.03535 -1.17923 0.10
H 2.27269 5.21716 -1.97496 0.09
H 3.70074 4.76247 -2.93542 0.09
H 0.15698 5.09591 0.57687 0.10
H 1.23053 6.51924 0.61651 0.09
H 1.02989 5.51256 2.07300 0.08
```

Results
- HOMO level: -8.44 eV
- Charge: 0
- Structure (SMILES): COc1cc(C(=O)N2CCC(O)(c3ccccc3)CC2)cc(OC)c1OC
- Energy above the lowest of the compared OMol25 structures with the same formula, charge and spin: 44.1 kcal/mol

---

8.
Molecular formula: C34H39BBr39F16NO6PS2
Method: DFT, wB97M-V/def2-TZVPD

Geometry as XYZ:
```
139
Properties=species:S:1:pos:R:3:lowdin_charge:R:1
C -4.87056 0.36789 -4.82935 -0.19
O -4.36245 0.03850 -6.11997 -0.21
C -2.92300 0.13634 -6.15338 -0.25
C -2.25462 -0.69239 -4.98461 -0.12
C -0.81162 -1.31292 -5.35271 -0.09
C 0.22593 -0.49093 -4.54299 -0.02
C 0.50841 -0.85861 -3.13493 0.11
C -0.34048 -2.06116 -2.61330 -0.50
O -1.48544 -1.83872 -2.35243 0.13
O 0.15820 -3.33945 -2.48035 -0.23
P -0.76011 -4.49317 -3.34189 0.38
S 0.13832 -5.04593 -4.95987 0.20
C 1.48641 -0.13983 -2.31008 0.07
C 1.67740 -0.62586 -0.86753 -0.30
F 2.82949 -0.23479 -0.21941 0.11
F 1.71220 -2.00845 -0.74000 0.12
C 0.50171 -0.16943 0.11922 -0.27
F 0.13792 1.14566 -0.11552 0.12
F -0.58277 -0.98038 0.05859 0.15
C 0.96030 -0.19132 1.65568 -0.46
F -0.22004 -0.16591 2.36789 0.14
F 1.63111 0.91765 2.02774 0.16
F 1.56340 -1.34751 2.00586 0.18
C 2.14915 0.99555 -2.94030 -0.05
C 3.21685 1.80445 -2.12725 -0.10
C 2.43712 2.95171 -1.36558 -0.16
C 2.91666 3.24120 0.10235 -0.15
C 3.04130 4.78042 0.41398 -0.05
C 1.70458 5.40905 0.99563 -0.39
F 0.68323 4.66026 0.42559 0.09
F 1.68765 6.70341 0.50390 0.09
C 1.67966 5.33545 2.55849 -0.38
F 2.89475 5.57812 3.13476 0.11
F 1.39129 4.03090 2.89512 0.08
S 0.42670 6.42554 3.43929 0.88
F -0.42193 5.10065 3.92980 -0.21
F -0.56548 6.50517 2.16498 -0.13
F 1.20521 7.79193 3.06807 -0.13
F 1.31823 6.33065 4.80882 -0.19
F -0.64247 7.32247 4.27345 -0.20
N 1.85050 1.38617 -4.23298 0.07
C 2.44241 2.57061 -4.88916 -0.14
O 3.46735 2.24833 -5.82667 -0.13
C 4.51377 1.46209 -5.25301 -0.08
C 0.95198 0.67443 -5.02572 0.08
B 0.63142 1.07381 -6.57982 -0.58
O -0.20530 2.18003 -6.81819 0.13
O 1.16141 0.36316 -7.65197 0.12
H -5.94006 0.70440 -4.92988 0.01
H -4.32680 1.20448 -4.31646 0.09
H -4.89395 -0.50678 -4.11935 0.06
H -2.69563 1.22464 -5.97298 0.12
H -2.60628 -0.19875 -7.17313 0.00
H -2.08928 0.03084 -4.13928 0.12
H -2.93732 -1.47810 -4.56601 0.12
H -0.87485 -2.38620 -5.02801 0.05
H -0.63300 -1.36812 -6.45182 0.09
H -0.97602 -5.60742 -2.49373 -0.10
H -2.01956 -3.94440 -3.69665 0.02
H 3.87461 1.16198 -1.50431 0.13
H 3.94840 2.31452 -2.80804 0.09
H 2.49601 3.87459 -2.00952 0.12
H 1.34911 2.67773 -1.36290 0.11
H 3.91316 2.74287 0.23120 0.13
H 2.21308 2.79146 0.83819 0.09
H 3.16847 5.29416 -0.58002 0.13
H 3.94196 5.06327 1.00739 0.13
H 1.66899 3.23800 -5.35367 0.16
H 2.92435 3.28636 -4.16500 0.14
H 5.16258 2.03179 -4.52893 0.10
H 4.17934 0.47964 -4.82788 0.11
H 5.20182 1.19695 -6.10106 0.12
H 0.31640 2.98874 -6.97045 0.12
H 1.02015 -0.57818 -7.42696 0.09
C -3.26340 5.17045 6.33092 -1.58
Br -4.44688 3.99347 5.35613 0.56
Br -3.88036 7.00095 6.30595 0.56
Br -2.95933 4.54151 8.13612 0.62
H -2.30561 5.15081 5.82061 -0.06
C -3.24564 11.09358 6.19092 -1.60
Br -4.10736 10.50527 7.82011 0.59
Br -1.96601 9.79465 5.55005 0.57
Br -4.53233 11.56819 4.82925 0.58
H -2.69166 11.99424 6.43198 -0.03
C -1.30031 -6.61864 0.88736 -1.59
Br -2.75352 -7.82971 1.27672 0.60
Br -0.27874 -7.19215 -0.65055 0.55
Br -1.91380 -4.79178 0.69468 0.58
H -0.62961 -6.64147 1.74004 -0.02
C -2.03513 1.02825 -10.11879 -1.57
Br -1.33638 -0.51746 -9.18083 0.72
Br -2.49510 0.60334 -11.94471 0.61
Br -3.51464 1.83359 -9.17254 0.65
H -1.23894 1.76401 -10.15255 -0.02
C -6.29310 1.35639 8.32951 -1.64
Br -7.46202 0.16127 7.36066 0.55
Br -6.94024 3.17627 8.30684 0.55
Br -5.96280 0.73260 10.12888 0.56
H -5.33933 1.35419 7.81255 -0.10
C 3.73222 -8.50531 -0.53472 -1.57
Br 4.66360 -10.09398 -1.12164 0.55
Br 2.98768 -7.51583 -2.02796 0.52
Br 2.39473 -8.90969 0.80463 0.56
H 4.46751 -7.86192 -0.06428 -0.03
C 6.95323 -13.98557 -1.03838 -1.60
Br 8.42153 -12.78151 -0.67823 0.55
Br 6.15275 -14.64999 0.59042 0.56
Br 5.63857 -13.18365 -2.20945 0.52
H 7.36520 -14.84120 -1.56235 -0.03
C 3.33305 -10.04374 -4.94416 -1.63
Br 4.26738 -11.63177 -5.52853 0.57
Br 2.59960 -9.05040 -6.43248 0.57
Br 1.98607 -10.45216 -3.62240 0.53
H 4.06520 -9.40238 -4.46310 -0.05
C 9.44311 -14.60756 3.67521 -1.62
Br 7.99564 -15.82764 4.06715 0.55
Br 10.46486 -15.17657 2.13556 0.55
Br 8.81754 -12.78669 3.48995 0.54
H 10.11403 -14.62720 4.52692 -0.03
C -3.31609 -1.88406 7.60534 -1.60
Br -3.64850 -0.38980 6.42067 0.58
Br -2.58030 -1.30618 9.29651 0.56
Br -4.89228 -2.97676 7.84214 0.57
H -2.56639 -2.50557 7.12840 -0.03
C 0.71865 3.82032 8.36110 -1.63
Br 1.47199 2.32977 9.33548 0.57
Br 1.44289 5.51004 8.95699 0.58
Br 0.90638 3.59665 6.44957 0.61
H -0.34394 3.83638 8.57479 -0.12
C -6.40775 12.50910 10.23032 -1.65
Br -6.68605 14.01311 9.04587 0.56
Br -5.66840 13.06224 11.92889 0.57
Br -8.01961 11.46533 10.45409 0.56
H -5.67351 11.86224 9.75970 -0.11
C -7.65452 0.72250 -1.76924 -1.59
Br -8.25423 2.52162 -1.40101 0.58
Br -8.03695 0.19800 -3.59164 0.64
Br -5.78465 0.48492 -1.32773 0.58
H -8.21940 0.05980 -1.12272 -0.03
```

Results
- HOMO level: -11.02 eV
- Charge: +1

---

| no. | energy (eV) |
| --- | --- |
| 1 | -56461.057 |
| 2 | -318609.179 |
| 3 | -98813.942 |
| 4 | -7694.276 |
| 5 | -14970.795 |
| 6 | -19055.139 |
| 7 | -33909.346 |
| 8 | -2856424.273 |